(1)
Molecular formula: C25H31N3O4
Method: DFT, wB97M-V/def2-TZVPD

Properties
Relative energy (zero: lowest compared OMol25 entry of this formula, charge and spin) in kJ/mol: 75.8
E in eV: -39090.7918

Last column: Löwdin charge in e.
Cartesian coordinates (Å):
C (1.211, 5.941, 0.038)  -0.001
C (1.584, 4.590, 0.614)  -0.512
O (2.309, 4.452, 1.570)  0.072
N (1.002, 3.561, -0.074)  0.118
C (1.113, 2.185, 0.138)  -0.211
C (0.392, 1.338, -0.701)  -0.008
C (0.458, -0.032, -0.551)  -0.006
C (1.256, -0.587, 0.443)  -0.257
N (1.396, -1.992, 0.594)  0.051
C (2.611, -2.572, 0.380)  -0.409
O (2.848, -3.724, 0.697)  0.083
C (3.628, -1.707, -0.289)  -0.151
C (4.862, -1.525, 0.322)  -0.023
C (5.831, -0.746, -0.284)  -0.075
C (5.581, -0.163, -1.515)  -0.086
C (4.364, -0.369, -2.143)  -0.071
C (3.388, -1.137, -1.534)  -0.026
C (0.402, -2.826, 1.283)  -0.234
C (-0.651, -2.015, 2.055)  -0.081
C (-2.067, -2.307, 1.551)  -0.126
N (-2.104, -2.211, 0.112)  -0.023
C (-2.696, -1.208, -0.573)  -0.541
O (-2.594, -1.087, -1.776)  0.074
O (-3.401, -0.397, 0.241)  0.022
C (-4.185, 0.686, -0.306)  -0.569
C (-4.853, 1.313, 0.919)  -0.021
C (-3.275, 1.704, -0.994)  -0.025
C (-5.240, 0.150, -1.273)  -0.017
C (-1.278, -3.161, -0.615)  -0.125
C (-0.256, -3.814, 0.307)  -0.105
C (1.975, 0.261, 1.282)  0.008
C (1.909, 1.632, 1.138)  0.018
H (1.543, 6.014, -0.995)  0.083
H (1.692, 6.721, 0.622)  0.083
H (0.133, 6.082, 0.073)  0.083
H (0.411, 3.814, -0.854)  0.141
H (-0.219, 1.754, -1.489)  0.109
H (-0.105, -0.660, -1.220)  0.103
H (5.052, -1.995, 1.276)  0.121
H (6.784, -0.598, 0.202)  0.103
H (6.338, 0.445, -1.989)  0.101
H (4.174, 0.069, -3.111)  0.103
H (2.445, -1.306, -2.032)  0.117
H (0.991, -3.434, 1.983)  0.145
H (-0.453, -0.948, 1.939)  0.110
H (-0.598, -2.247, 3.119)  0.119
H (-2.771, -1.589, 1.968)  0.125
H (-2.381, -3.313, 1.847)  0.128
H (-4.097, 1.660, 1.619)  0.087
H (-5.472, 2.152, 0.617)  0.088
H (-5.475, 0.576, 1.421)  0.087
H (-2.510, 2.042, -0.298)  0.080
H (-3.863, 2.557, -1.323)  0.089
H (-2.798, 1.245, -1.856)  0.076
H (-5.879, 0.964, -1.607)  0.089
H (-5.853, -0.600, -0.778)  0.092
H (-4.761, -0.302, -2.137)  0.079
H (-0.788, -2.634, -1.438)  0.111
H (-1.918, -3.932, -1.065)  0.132
H (0.524, -4.287, -0.290)  0.119
H (-0.734, -4.597, 0.897)  0.120
H (2.597, -0.166, 2.054)  0.131
H (2.470, 2.277, 1.792)  0.102



(2)
Molecular formula: C25H31N4OP
Method: DFT, wB97M-V/def2-TZVPD

Properties
Relative energy (zero: lowest compared OMol25 entry of this formula, charge and spin) in kJ/mol: 179.3
E in eV: -43721.5506

Last column: Löwdin charge in e.
Cartesian coordinates (Å):
C (-0.512, 5.430, -4.692)  -0.091
O (-1.212, 4.260, -5.099)  -0.093
C (-1.647, 3.426, -4.120)  -0.279
C (-2.309, 2.209, -4.492)  -0.005
C (-2.832, 1.376, -3.505)  -0.046
C (-2.622, 1.681, -2.157)  -0.240
C (-2.991, 0.670, -1.093)  -0.173
C (-3.684, 1.171, 0.122)  -0.330
C (-4.166, 0.265, 1.074)  -0.300
N (-4.546, -0.588, 1.803)  0.056
C (-3.919, 2.507, 0.439)  -0.334
N (-4.164, 3.602, 0.809)  0.070
C (-1.924, 2.838, -1.796)  -0.043
C (-1.414, 3.714, -2.758)  -0.022
H (-0.266, 5.955, -5.600)  0.088
H (-1.110, 6.052, -4.039)  0.089
H (0.396, 5.194, -4.156)  0.082
H (-2.389, 1.989, -5.561)  0.110
H (-3.443, 0.484, -3.714)  0.115
H (-3.491, -0.203, -1.540)  0.113
H (-1.859, 3.091, -0.732)  0.104
H (-0.839, 4.623, -2.486)  0.101
C (-1.570, -1.832, 3.549)  -0.020
C (-0.180, -1.200, 3.625)  -0.621
C (-0.261, 0.246, 4.087)  -0.081
C (0.644, -2.041, 4.597)  -0.034
N (0.462, -1.202, 2.293)  -0.153
P (1.525, 0.038, 1.825)  1.286
H (-1.981, 0.349, -0.800)  0.096
N (1.867, -0.831, 0.416)  -0.169
C (2.876, -0.373, -0.560)  -0.624
C (4.200, -1.097, -0.326)  -0.032
C (3.040, 1.130, -0.377)  -0.084
C (2.441, -0.725, -1.980)  -0.022
C (1.527, -2.204, 0.507)  -0.181
C (0.711, -2.430, 1.628)  -0.173
C (0.388, -3.739, 2.000)  -0.004
C (0.812, -4.824, 1.209)  -0.045
C (1.607, -4.595, 0.086)  -0.047
C (2.000, -3.283, -0.240)  -0.015
H (-1.548, -2.896, 3.296)  0.066
H (-2.038, -1.771, 4.543)  0.108
H (-2.235, -1.359, 2.815)  0.072
H (0.742, 0.686, 4.158)  0.048
H (-0.886, 0.846, 3.416)  0.101
H (-0.703, 0.266, 5.085)  0.102
H (1.701, -1.757, 4.573)  0.093
H (0.265, -1.896, 5.613)  0.099
H (0.573, -3.116, 4.403)  0.070
H (4.166, -2.149, -0.633)  0.071
H (4.971, -0.621, -0.943)  0.099
H (4.501, -1.057, 0.726)  0.097
H (2.106, 1.664, -0.589)  0.094
H (3.370, 1.357, 0.646)  0.053
H (3.814, 1.487, -1.063)  0.100
H (1.460, -0.322, -2.255)  0.105
H (3.199, -0.327, -2.667)  0.103
H (2.388, -1.802, -2.161)  0.066
H (-0.161, -3.954, 2.913)  0.088
H (0.513, -5.842, 1.473)  0.118
H (1.946, -5.426, -0.534)  0.115
H (2.695, -3.142, -1.063)  0.083